The following is a quantum chemistry calculation of a structure of composition C9H11NO2 at a distorted geometry, from OMol25.

ORCA input file:
```
! wB97M-V def2-TZVPD RIJCOSX def2/J DEFGRID3
* xyz 0 1
C -0.724 -1.689 -0.206
C 0.139 -1.767 -1.213
H -1.414 1.956 1.446
C 0.805 -0.582 -1.718
C 0.830 0.572 -0.950
H 0.041 2.859 0.288
C -0.225 1.746 1.068
H -1.958 -2.460 1.955
H 1.401 -0.694 -2.644
H 3.156 0.366 -1.130
H 0.227 -2.645 -1.893
H 3.759 2.096 -1.266
C -2.508 -1.477 1.846
C 1.749 1.661 -1.217
O -1.828 -0.295 1.537
H 0.672 1.349 1.986
C -1.008 -0.438 0.431
C -0.136 0.638 0.108
H -2.899 -1.164 2.846
N 2.987 1.284 -1.512
O 1.427 2.871 -1.070
H -3.234 -1.665 1.136
H -1.261 -2.523 0.171
*
```

As for the HOMO energy: -8.38 eV. The value obtained for the HOMO-LUMO gap is 0.3318 hartree. The calculation puts the max |F| at 0.09309 hartree/bohr. For the energy, the calculation gives -15092.933 eV. For the energy relative to the best compared isomer or geometry (same formula, charge and spin), the calculation gives 410.2 kJ/mol.

=====

The following is a quantum chemistry calculation of the molecule C6H13NO at a distorted geometry, from OMol25.

ORCA input file:
```
! wB97M-V def2-TZVPD RIJCOSX def2/J DEFGRID3
* xyz 0 1
H 2.575 1.127 1.197
C -2.611 -0.321 -0.778
H -0.713 -1.652 -0.803
H 0.180 1.418 1.335
H 0.614 -0.066 2.131
C -0.333 -1.816 0.359
H 2.392 -0.458 0.487
H -1.222 1.175 -0.580
C -0.469 -0.356 0.312
O 0.794 -2.380 0.509
H 1.181 2.102 -0.761
H 2.908 1.831 -0.868
H -3.100 -0.993 -0.067
C 1.948 1.328 -0.768
H 1.838 0.651 -1.616
N -1.560 0.380 -0.044
H -2.351 -1.077 -1.528
H -1.220 -2.267 0.867
H -3.316 0.447 -1.078
C 0.533 0.400 1.147
C 1.935 0.527 0.546
*
```

As for the HOMO energy: -7.80 eV. The value obtained for the HOMO-LUMO gap is 0.2880 hartree. The calculation puts the max |F| at 0.06955 hartree/bohr. For the energy, the calculation gives -9966.736 eV. For the energy relative to the best compared isomer or geometry (same formula, charge and spin), the calculation gives 428.3 kJ/mol.

=====

The following is a quantum chemistry calculation of a structure of composition C17H20IrN3O at a distorted geometry, from OMol25.

ORCA input file:
```
! wB97M-V def2-TZVPD RIJCOSX def2/J DEFGRID3
* xyz -2 5
Ir 0.114 0.935 1.043
C 0.546 0.853 -3.583
C 1.797 1.933 1.741
C -1.331 2.456 1.013
N -0.242 -1.829 2.404
C -0.170 -2.055 3.526
H 0.050 1.308 -2.726
N -0.183 -2.448 4.758
C 0.287 -1.511 -3.311
C 0.095 -1.709 5.770
C 1.945 1.801 0.314
C -0.257 -0.369 -3.998
H 1.476 0.504 -3.141
H 2.113 -0.012 -1.004
C -1.548 1.660 2.208
C 0.398 -2.302 -0.959
N 0.328 -1.127 6.769
H 1.496 -2.446 -1.414
H -1.046 3.495 0.988
C -1.981 0.284 0.336
C 1.967 -0.321 1.234
H -0.205 -2.519 -3.520
H 1.988 2.618 -0.418
H 0.807 1.650 -4.297
C -1.757 -0.350 -3.699
C -1.582 1.607 -0.145
H 2.025 -1.407 1.355
H 1.688 2.874 2.297
H -2.257 -0.539 -0.267
H -1.396 1.984 3.231
O 0.223 -2.155 0.276
H 1.391 -1.731 -3.387
C 1.839 0.605 2.315
H -1.922 -1.250 -3.096
H -1.493 1.905 -1.178
C 2.035 0.402 -0.007
H -2.194 -0.484 2.432
H -0.282 -3.099 -1.501
H -2.488 -0.357 -4.513
H -2.013 0.452 -3.006
C -1.962 0.336 1.788
H 1.701 0.359 3.372
*
```

As for the HOMO energy (alpha / beta): 1.44 / -2.02 eV. The value obtained for the HOMO-LUMO gap (alpha / beta) is 0.1133 / 0.2300 hartree. The calculation puts the max |F| at 0.07607 hartree/bohr. For the energy, the calculation gives -27298.118 eV. The expectation value of S² is 6.04.

=====

The following is a quantum chemistry calculation of the molecule C5H10O, from OMol25.

ORCA input file:
```
! wB97M-V def2-TZVPD RIJCOSX def2/J DEFGRID3
* xyz 0 1
C -1.434 -0.559 0.136
H 0.774 -1.340 1.251
H 0.435 1.233 1.272
C 1.342 0.059 -0.293
C -1.029 0.866 -0.288
C 0.407 1.179 0.172
C 0.794 -1.295 0.139
H 2.352 0.171 0.110
H 1.443 0.079 -1.386
H -1.745 1.595 0.116
O -0.511 -1.525 -0.348
H 0.715 2.178 -0.193
H -1.069 0.904 -1.382
H -1.501 -0.620 1.228
H -2.400 -0.826 -0.299
H 1.428 -2.098 -0.234
*
```

As for the HOMO energy: -9.55 eV. The value obtained for the HOMO-LUMO gap is 0.3937 hartree. The calculation puts the max |F| at 0.01187 hartree/bohr. For the energy, the calculation gives -7394.442 eV. For the energy relative to the best compared isomer or geometry (same formula, charge and spin), the calculation gives 31.2 kJ/mol. As for the SMILES: C1CCOCC1.

=====

The following is a quantum chemistry calculation of a structure of composition C4H12N3Sn at a distorted geometry, from OMol25.

ORCA input file:
```
! wB97M-V def2-TZVPD RIJCOSX def2/J DEFGRID3
* xyz 1 1
C 2.085 0.390 2.995
H 2.093 2.582 3.137
C 1.312 1.651 1.322
H -1.464 -1.188 2.255
H 1.073 0.275 -1.238
H 0.139 1.487 -1.804
H 0.131 0.052 -2.569
C 1.890 1.702 2.575
H -2.211 -1.603 -4.015
H -3.598 -0.923 -3.159
N 0.157 0.478 -1.644
Sn -1.064 0.053 1.060
H 2.454 0.026 3.932
H 1.671 -1.402 1.960
H -2.262 -1.566 -2.239
H -3.334 -2.684 -3.099
C -2.854 -1.710 -3.150
N 1.624 -0.399 2.014
N 1.009 0.333 1.032
H 1.148 2.447 0.635
*
```

As for the HOMO energy: -12.11 eV. The value obtained for the HOMO-LUMO gap is 0.2749 hartree. The calculation puts the max |F| at 0.07063 hartree/bohr. For the energy, the calculation gives -14635.535 eV. For the energy relative to the best compared isomer or geometry (same formula, charge and spin), the calculation gives 0.0 kJ/mol.

=====

The following is a quantum chemistry calculation of a structure of composition C38H45N4O4RhS5SbTe at a distorted geometry, from OMol25.

ORCA input file:
```
! wB97M-V def2-TZVPD RIJCOSX def2/J DEFGRID3
* xyz -2 2
H 8.420 3.419 1.533
C -6.814 -2.816 -0.344
C -1.858 1.480 1.844
H 6.961 2.290 6.110
S 4.470 2.297 6.617
C -0.895 -2.852 -3.187
C -0.723 0.656 1.877
C -2.347 2.026 3.031
H -2.389 3.256 -4.505
H -5.300 -4.898 -2.549
H -3.794 4.115 0.882
C -0.538 1.068 4.270
H 1.638 -3.808 4.124
C 2.351 -5.588 3.023
C 3.838 0.005 3.197
C -0.074 0.476 3.100
S 3.131 0.309 4.825
C -3.265 -1.602 0.011
H 0.340 -0.782 -5.684
C -3.010 0.596 -4.307
O -7.578 -5.614 -2.382
H -3.623 1.822 0.657
C -1.782 2.711 -3.773
H -2.107 2.234 5.155
H -2.934 -0.462 -4.564
C -1.703 1.816 4.239
C 6.482 2.168 4.019
H 0.090 -2.528 -5.732
H 0.816 -0.139 3.158
C -6.650 -3.856 -1.265
Sb -0.458 0.170 -2.631
C 1.113 -1.617 -0.519
C 2.120 1.741 -1.933
H -0.197 3.337 0.784
H 1.659 2.732 -1.908
N 5.282 1.436 4.145
H 1.924 1.244 -0.980
N -2.173 3.161 -0.011
C -5.723 -2.069 0.036
Rh -0.404 -0.859 0.394
H 3.123 -5.931 3.698
C 8.094 3.184 2.539
C 0.639 -4.199 2.264
H -0.535 4.242 -0.710
H -1.102 1.178 -5.131
H -1.293 -1.452 -5.527
H -3.554 0.669 -3.362
H -1.960 -2.689 -3.372
C 1.730 1.687 -4.414
H -2.260 1.102 -0.220
H -7.797 -2.639 0.067
C -4.465 -2.310 -0.517
H -0.752 -2.945 -2.111
H -0.355 2.471 -0.754
N 4.936 0.677 3.044
H -3.337 -3.502 -1.882
N -7.749 -4.699 -1.591
C 6.926 2.468 2.727
H 9.754 4.178 3.479
C -0.067 -1.704 -3.749
H -2.252 4.417 1.718
H -0.811 3.205 -3.706
C 8.426 3.275 4.905
C -0.245 -1.598 -5.258
H -0.005 0.914 5.201
H 3.203 1.876 -2.019
H 2.166 -0.002 -3.169
C -2.724 4.274 0.734
H 9.021 3.571 5.761
C 1.542 -4.446 3.259
S 2.222 -2.674 -0.793
C 4.424 1.413 5.203
O -2.273 -1.475 -0.780
O -3.293 -1.210 1.187
H -3.262 2.611 3.007
O -8.833 -4.490 -1.069
H 2.782 1.951 -4.575
H 0.987 -1.894 -3.529
C 2.057 -6.205 1.847
S 3.120 -1.050 2.103
H -3.607 1.092 -5.081
C 8.846 3.606 3.627
H 1.155 2.614 -4.397
H 6.339 2.118 1.892
C -1.638 1.248 -4.181
C -4.320 -3.315 -1.473
C 7.260 2.554 5.111
H -5.814 -1.287 0.778
C -2.535 1.841 0.537
Te -0.896 -2.740 2.175
H 1.403 1.094 -5.270
H -0.605 -3.800 -3.655
H 2.504 -7.087 1.417
C 1.585 0.923 -3.105
H -2.267 2.795 -2.797
H -2.586 5.189 0.151
C -5.398 -4.090 -1.839
S 0.789 -5.392 1.020
C -0.737 3.310 -0.173
*
```

As for the HOMO energy (alpha / beta): -2.21 / -2.11 eV. The value obtained for the HOMO-LUMO gap (alpha / beta) is 0.1846 / 0.1808 hartree. The calculation puts the max |F| at 0.03744 hartree/bohr. For the energy, the calculation gives -125297.916 eV. The expectation value of S² is 0.90. For the energy relative to the best compared isomer or geometry (same formula, charge and spin), the calculation gives 232.8 kJ/mol.

=====

The following is a quantum chemistry calculation of a structure of composition C24H44F4INO6S4 at a distorted geometry, from OMol25.

ORCA input file:
```
! wB97M-V def2-TZVPD RIJCOSX def2/J DEFGRID3
* xyz 0 1
H -4.945 -0.507 0.329
H 0.092 2.953 -0.394
H 0.471 -4.036 -1.918
H 2.586 -2.784 -5.202
H 3.622 -3.596 -2.126
F 0.580 -1.723 4.112
C -1.240 2.074 -1.981
H 5.167 -4.699 1.018
H -1.804 -1.657 3.287
H -4.134 -1.457 2.836
H 0.700 -3.146 2.025
H -1.659 -0.271 1.915
C -3.512 -1.532 1.835
H -2.198 6.351 -0.024
H 2.072 -4.224 -5.894
S -0.926 2.435 -3.831
S 2.250 -0.340 -2.127
H 0.310 -3.711 0.222
H 1.132 2.237 -1.760
H 2.143 -5.055 -0.060
C -1.202 -2.487 1.130
C 1.490 -4.008 -2.483
C 1.498 -1.791 0.392
C 1.159 -0.539 3.370
C -3.953 2.562 1.194
H 1.899 -5.130 -2.465
H 0.144 7.060 0.417
S 2.250 -0.958 1.938
H -1.895 -2.466 0.152
C 1.820 5.275 -0.089
F 2.779 -4.483 1.843
H 0.677 1.111 0.865
H 4.821 -4.893 -0.920
H -1.886 3.012 -1.621
C -1.858 -1.398 2.122
H 4.175 -6.123 0.328
C -3.977 -0.195 0.944
C 2.906 -4.247 0.388
H -2.210 5.316 2.762
H 2.810 4.656 0.090
H -3.763 1.098 2.933
C 2.616 -2.978 -1.886
O 1.538 0.264 -3.408
I 4.756 -1.944 -0.176
C -0.151 6.117 1.084
H -1.660 -0.978 -1.411
H 0.463 -2.786 -4.229
H -4.812 3.323 1.508
C 0.983 -0.657 -0.730
C -1.577 5.500 0.515
C -2.538 4.876 1.711
F 2.142 -0.033 4.423
H -3.996 2.521 0.003
F 0.259 0.617 3.277
H -0.853 0.407 0.045
H -1.600 -3.518 1.616
H -0.234 6.462 2.217
C 0.191 2.001 -1.115
H -1.289 4.707 -0.308
H -2.423 2.920 2.897
N 2.364 -3.779 -4.981
C 2.677 -2.800 -0.244
C 0.298 0.677 -0.139
H 2.142 6.409 -0.218
O 3.289 0.776 -1.737
H 0.479 -4.688 -4.409
H -5.475 1.127 2.118
H -3.783 -2.527 1.278
H 1.350 4.883 -1.091
C 1.129 -3.738 -4.094
H -1.927 1.144 -1.809
H -3.141 0.085 0.140
O 0.897 5.057 1.043
C 0.337 -2.760 0.953
H -3.636 5.261 1.526
C 4.391 -4.960 0.149
O 3.301 -1.819 2.699
S -0.394 -1.296 -1.901
O 2.882 -1.778 -2.677
O 3.018 0.378 1.594
C -2.548 3.228 1.761
H -1.662 2.722 1.178
H -1.885 1.782 -4.624
C -4.309 1.110 1.898
*
```

As for the HOMO energy: -8.74 eV. The value obtained for the HOMO-LUMO gap is 0.2874 hartree. The calculation puts the max |F| at 0.19853 hartree/bohr. For the energy, the calculation gives -101668.485 eV. For the energy relative to the best compared isomer or geometry (same formula, charge and spin), the calculation gives 1421.2 kJ/mol.

=====

The following is a quantum chemistry calculation of a cluster of 8 separate species, C17H53ClO26P5 in total at a distorted geometry, from OMol25.

ORCA input file:
```
! wB97M-V def2-TZVPD RIJCOSX def2/J DEFGRID3
* xyz -1 1
H -2.020 5.909 -0.293
C 4.821 -3.851 -3.959
H 5.912 -5.249 1.845
H -10.662 3.243 -1.396
O 1.967 2.013 -1.374
O 6.730 -2.082 0.166
H 8.931 5.738 6.210
H 6.231 -0.357 2.798
H 0.607 -4.809 2.001
H 6.037 -4.523 0.206
O 5.751 5.750 3.463
O -0.282 1.382 -1.528
H -1.257 -2.709 1.634
H -5.999 1.970 -1.222
C 8.895 6.686 5.675
O -0.310 -5.645 0.232
H 1.386 -6.186 1.142
O -8.422 5.604 -0.990
H 1.295 -4.466 0.397
H -3.036 -1.015 -4.284
O -5.210 -4.224 -4.621
C -5.616 -4.920 -5.749
C -2.361 -6.660 -1.503
P 7.312 -2.509 1.688
H -3.876 -1.292 -2.730
H -8.466 7.577 -1.125
C -2.282 -3.010 1.416
C -5.666 3.008 -1.246
H -9.630 3.987 -2.519
H 4.049 4.582 3.534
O 7.767 6.688 4.882
H -2.171 -7.664 -1.883
C 6.035 -0.843 -0.120
H 4.820 4.866 6.736
O -2.143 -3.991 0.391
H 9.847 6.838 5.165
H 6.831 -0.107 -0.232
O -6.732 3.792 -1.692
H -2.992 -6.223 -2.277
H 4.111 -3.076 -3.674
H -5.008 3.143 -2.104
H 5.202 6.376 6.053
P 7.088 5.343 4.299
O -6.037 -3.039 -2.420
O -7.478 -2.828 -4.559
H 8.784 7.542 6.341
H -6.942 7.063 -0.538
H -7.223 -4.349 -1.262
O 5.973 -2.409 2.642
H 5.485 -1.105 -1.024
H -1.171 7.338 0.220
H -7.564 6.954 -2.288
H -1.407 -6.205 -1.768
O 1.218 0.146 -0.113
H -5.750 -5.909 -5.311
H -6.577 -4.577 -6.134
H 6.050 5.649 7.518
O -2.780 -6.437 -0.148
O -1.950 -5.854 2.297
O 7.599 -4.106 1.566
O -8.799 3.094 -0.655
H -2.718 -3.369 2.349
H -4.993 3.277 -0.432
C -1.517 6.363 0.561
H 4.581 -4.625 -3.230
C -7.736 6.774 -1.227
H -4.815 -4.878 -6.486
O 8.499 -1.708 2.150
H -0.251 4.915 0.192
O -0.547 5.426 0.949
Cl 1.041 0.890 -1.422
H 7.133 -5.815 0.629
C 5.740 -1.155 3.356
H -3.337 -2.545 -3.696
O 1.284 -0.006 -2.504
O -5.181 -1.556 -4.209
H 4.691 -0.869 3.430
C -6.270 -4.293 -1.788
P -7.681 4.247 -0.470
C 5.674 5.504 6.506
C 0.859 -5.238 1.031
H -2.227 6.588 1.358
P -6.132 -2.936 -4.043
H 5.325 3.730 2.590
O 7.905 4.447 3.477
H -9.612 2.356 -2.604
C 4.958 4.694 2.944
H -2.814 -2.103 1.132
H -6.405 -5.158 -2.438
H 5.810 -3.517 -3.646
H 4.656 5.091 1.975
H -5.429 -4.558 -1.146
C -3.826 -1.575 -3.782
P -1.831 -5.504 0.855
O 6.503 4.726 5.653
H 6.015 -1.344 4.393
C 6.586 -4.966 1.037
C -9.674 3.133 -1.842
O -6.982 4.393 0.815
O 4.634 -4.311 -5.294
H 5.390 -0.552 0.710
H 3.776 -4.020 -5.610
*
```

As for the HOMO energy: -6.18 eV. The value obtained for the HOMO-LUMO gap is 0.3010 hartree. The calculation puts the max |F| at 0.09096 hartree/bohr. For the energy, the calculation gives -130690.630 eV. For the energy relative to the best compared isomer or geometry (same formula, charge and spin), the calculation gives 92.4 kJ/mol.